The following is a quantum chemistry calculation of a molecular structure, C42H38F4MnN3O5PS at a distorted geometry, from the OMol25 dataset.

```
! wB97M-V def2-TZVPD RIJCOSX def2/J DEFGRID3
* xyz 2 4
Mn -0.17 -1.14 -0.45
C -0.66 -1.56 -3.47
N -0.48 -0.51 -2.45
C -1.70 0.32 -2.52
C 0.70 0.34 -2.74
C 1.98 -0.18 -2.05
N 1.63 -0.74 -0.76
C 2.26 -0.44 0.41
C 1.78 -1.09 1.57
F 0.66 -1.88 1.39
C 2.28 -0.93 2.84
F 1.75 -1.64 3.83
C 3.30 -0.04 3.07
C 3.78 0.67 1.98
F 4.72 1.60 2.17
C 3.30 0.47 0.69
F 3.83 1.24 -0.29
H -0.94 -1.11 -4.43
H -1.46 -2.23 -3.16
H 0.24 -2.14 -3.62
H -1.80 0.76 -3.52
H -1.66 1.13 -1.79
H -2.58 -0.29 -2.31
H 0.49 1.33 -2.35
H 0.87 0.41 -3.82
H 2.67 0.66 -1.96
H 2.46 -0.95 -2.66
H 3.70 0.12 4.06
O -0.46 0.37 2.40
S -1.12 0.68 1.17
O -1.99 -0.35 0.61
O -0.14 0.96 0.05
C -1.87 2.28 1.41
C -3.16 2.45 1.89
C -3.61 3.73 2.16
C -2.78 4.83 1.97
C -1.49 4.65 1.51
C -1.02 3.37 1.23
P 0.69 3.17 0.64
C 1.75 4.03 1.82
C 2.65 5.02 1.46
C 3.50 5.54 2.42
C 3.48 5.06 3.72
C 2.59 4.05 4.07
C 1.73 3.52 3.12
C 0.76 3.88 -1.02
C -0.41 4.25 -1.70
C -0.32 4.75 -2.99
C 0.91 4.88 -3.61
C 2.07 4.51 -2.93
C 2.00 3.99 -1.65
H -3.79 1.59 2.03
H -4.62 3.88 2.52
H -3.14 5.83 2.19
H -0.83 5.51 1.37
H 2.66 5.42 0.45
H 4.20 6.32 2.15
H 4.15 5.46 4.46
H 2.58 3.67 5.08
H 1.06 2.70 3.37
H -1.37 4.17 -1.22
H -1.22 5.05 -3.50
H 0.97 5.26 -4.61
H 3.03 4.63 -3.41
H 2.90 3.68 -1.15
C -3.72 -5.26 -1.54
O -2.67 -4.94 -0.64
C -2.93 -4.08 0.38
C -4.04 -3.25 0.47
C -4.26 -2.49 1.60
C -3.37 -2.52 2.67
C -2.25 -3.33 2.59
C -2.03 -4.12 1.46
N -1.05 -5.13 1.53
C -0.35 -5.75 0.61
C 0.19 -5.35 -0.63
C 0.83 -6.39 -1.37
C 1.68 -6.15 -2.41
C 2.03 -4.82 -2.69
C 1.39 -3.80 -2.05
C 0.36 -4.00 -1.10
O -0.32 -2.99 -0.66
H -3.35 -6.10 -2.12
H -3.94 -4.43 -2.21
H -4.63 -5.55 -1.01
H -4.75 -3.22 -0.35
H -5.15 -1.88 1.66
H -3.55 -1.94 3.56
H -1.55 -3.38 3.41
H -1.01 -5.55 2.45
H -0.02 -6.74 0.92
H 0.62 -7.41 -1.09
H 2.11 -6.97 -2.97
H 2.80 -4.61 -3.42
H 1.67 -2.77 -2.23
*
```

electronic energy = -121176.616 eV
orbital gap (alpha / beta) = 7.2 / 5.5 eV
<S²> = 3.787
HOMO (alpha / beta) = -12.70 / -12.79 eV
ΔE to the lowest compared entry with this formula, charge and spin = 0.0 kJ/mol

***

The following is a quantum chemistry calculation of a molecular structure, C42H38FN5O7SW at a distorted geometry, from the OMol25 dataset.

```
! wB97M-V def2-TZVPD RIJCOSX def2/J DEFGRID3
* xyz 2 1
W -0.34 -0.56 0.70
O 3.33 0.83 -0.56
C 2.34 0.77 0.10
O 1.60 -0.34 0.26
C 1.73 1.87 0.86
C 2.21 3.15 1.04
C 1.43 4.04 1.76
C 0.18 3.65 2.23
C -0.21 2.35 1.99
N 0.57 1.51 1.36
C -1.52 1.75 2.31
O -2.41 2.30 2.86
O -1.56 0.48 1.86
H 3.18 3.42 0.62
H 1.78 5.05 1.94
H -0.48 4.32 2.76
C -2.04 -1.18 4.23
C -0.97 -0.17 4.58
C -1.19 0.75 5.59
C -0.19 1.63 5.98
C 1.07 1.56 5.40
C 1.33 0.65 4.38
C 2.74 0.53 3.83
C 0.28 -0.17 3.95
N 0.50 -1.05 2.81
C 1.19 -2.09 3.01
C 1.75 -2.50 4.33
C 1.40 -3.00 1.84
C 2.29 -4.18 1.98
N 0.71 -2.72 0.83
C 0.75 -3.58 -0.34
C -0.29 -4.52 -0.47
C -1.24 -4.83 0.67
C -0.33 -5.29 -1.62
C 0.65 -5.18 -2.59
C 1.71 -4.32 -2.39
C 1.80 -3.50 -1.27
C 2.96 -2.55 -1.14
H -2.98 -0.92 4.70
H -1.75 -2.18 4.59
H -2.20 -1.25 3.16
H -2.16 0.79 6.07
H -0.38 2.35 6.77
H 1.87 2.21 5.74
H 3.24 1.49 3.84
H 2.77 0.12 2.83
H 3.33 -0.14 4.47
H 1.46 -1.83 5.13
H 2.84 -2.55 4.28
H 1.40 -3.51 4.56
H 3.29 -3.87 2.29
H 2.36 -4.74 1.06
H 1.91 -4.84 2.77
H -1.47 -3.97 1.28
H -0.79 -5.58 1.32
H -2.17 -5.25 0.29
H -1.13 -6.02 -1.74
H 0.60 -5.78 -3.49
H 2.51 -4.26 -3.13
H 3.79 -2.91 -1.76
H 3.34 -2.45 -0.12
H 2.70 -1.56 -1.49
C -0.01 2.36 -6.47
C -1.40 2.00 -5.97
C -2.45 3.06 -6.24
C -2.10 4.35 -5.51
C -1.85 4.08 -4.04
C -1.97 5.07 -3.11
C -1.79 4.81 -1.75
F -1.92 5.82 -0.88
C -1.51 3.57 -1.28
C -1.36 2.53 -2.21
C -1.03 1.20 -1.78
O -0.91 1.03 -0.50
C -0.86 0.22 -2.73
C -1.04 0.52 -4.07
N -1.34 1.73 -4.49
C -1.52 2.78 -3.59
C -0.49 -1.15 -2.38
O -0.39 -2.03 -3.16
O -0.24 -1.32 -1.07
H -0.05 2.61 -7.53
H 0.68 1.52 -6.35
H 0.41 3.21 -5.93
H -1.71 1.06 -6.44
H -3.42 2.70 -5.91
H -2.51 3.23 -7.32
H -2.91 5.07 -5.60
H -1.22 4.82 -5.95
H -2.22 6.08 -3.42
H -1.41 3.37 -0.22
H -0.92 -0.26 -4.81
S -4.49 -2.67 0.36
C -3.09 -2.05 0.56
N -2.00 -1.56 0.70
*
```

electronic energy = -81323.836 eV
orbital gap = 5.5 eV
HOMO = -13.35 eV
ΔE to the lowest compared entry with this formula, charge and spin = 0.0 kJ/mol

***

The following is a quantum chemistry calculation of a molecular structure, C42H38MnN3O4P2Te at a distorted geometry, from the OMol25 dataset.

```
! wB97M-V def2-TZVPD RIJCOSX def2/J DEFGRID3
* xyz -1 6
Mn 9.55 9.55 14.11
C 10.18 7.65 18.06
C 10.71 8.27 16.78
O 9.89 8.18 15.81
C 12.09 8.75 16.58
C 13.08 8.23 17.48
C 14.41 8.65 17.34
C 14.72 9.46 16.20
C 13.78 9.82 15.32
C 12.40 9.56 15.46
O 11.54 10.09 14.62
H 10.50 6.61 18.02
H 9.06 7.60 17.98
H 10.55 8.19 18.94
H 12.81 7.46 18.23
H 15.12 8.34 18.09
H 15.63 9.98 16.07
H 14.06 10.41 14.46
Te 11.31 14.05 11.01
C 13.46 14.29 11.10
C 13.89 15.43 11.75
C 15.23 15.82 11.65
N 16.16 15.06 11.04
C 15.72 13.87 10.58
C 14.39 13.45 10.52
C 10.84 12.75 12.57
P 10.31 11.15 12.08
C 11.77 10.40 11.25
C 11.69 9.23 10.49
C 12.82 8.56 10.09
C 14.03 8.92 10.68
C 14.10 9.96 11.61
C 12.99 10.74 11.88
C 9.07 10.96 10.63
C 7.83 10.37 10.94
C 6.95 10.06 9.93
C 7.34 10.18 8.62
C 8.63 10.62 8.27
C 9.48 11.15 9.29
P 10.36 13.07 14.26
C 12.04 13.08 15.18
C 13.27 13.48 14.61
C 14.48 13.58 15.36
C 14.51 13.24 16.69
C 13.27 12.89 17.29
C 12.08 12.75 16.53
C 9.76 14.86 14.17
C 8.57 14.94 13.43
C 8.02 16.11 13.09
C 8.64 17.37 13.42
C 9.94 17.27 14.08
C 10.44 16.06 14.44
H 13.15 16.09 12.24
H 15.57 16.76 11.95
H 16.50 13.21 10.17
H 14.05 12.51 10.09
H 10.68 9.05 10.18
H 12.77 7.79 9.36
H 14.93 8.40 10.41
H 15.12 10.24 12.01
H 12.93 11.58 12.53
H 7.49 10.13 11.94
H 5.99 9.60 10.01
H 6.83 9.68 7.85
H 9.01 10.49 7.26
H 10.42 11.47 8.89
H 13.25 13.74 13.54
H 15.34 14.01 14.82
H 15.48 13.29 17.24
H 13.11 12.55 18.28
H 11.16 12.55 17.10
H 8.15 14.07 13.01
H 7.05 15.98 12.51
H 8.27 18.34 13.33
H 10.51 18.15 14.33
H 11.39 15.92 14.95
C 5.48 10.23 15.76
C 6.76 9.79 14.99
N 7.86 10.44 15.11
O 7.76 11.68 15.74
C 6.78 8.55 14.16
C 5.52 7.70 14.06
N 7.90 8.34 13.50
O 8.11 7.18 12.99
H 4.79 10.75 15.10
H 5.69 10.83 16.59
H 5.08 9.29 16.14
H 8.41 12.25 15.27
H 4.70 8.16 13.65
H 5.27 7.54 15.11
H 5.91 6.79 13.61
*
```

electronic energy = -114018.996 eV
orbital gap (alpha / beta) = 6.9 / 7.0 eV
<S²> = 8.755
HOMO (alpha / beta) = -4.47 / -4.61 eV
ΔE to the lowest compared entry with this formula, charge and spin = 190.5 kJ/mol

***

> Among the records above, which one has the highest electronic energy?

C42H38FN5O7SW